[1]
198
Properties=species:S:1:pos:R:3:forces:R:3 method="wB97M-V/def2-TZVPD" gap_ev=8.6 lumo_ev=0.563 smiles="CC1(C)CCCC(C)(C)N1O.CC1(C)CCCC(C)(C)N1O.CC1(C)CCCC(C)(C)N1O.O=C1CCCO1.O=C1CCCO1.O=C1CCCO1.O=C1CCCO1.O=C1CCCO1.O=C1CCCO1.O=C1CCCO1.O=C1CCCO1.O=C1CCCO1" relative_energy_kj_mol=239.6
C 5.506 -0.077 6.483 1.1 -0.3 0.5
C 4.203 -0.863 6.434 -1.6 1.5 -0.5
C 4.397 -2.364 6.279 0.0 -0.1 0.1
C 3.425 -0.416 7.682 -0.1 -0.1 0.6
C 1.906 -0.654 7.660 0.3 -1.6 0.4
C 1.336 0.085 6.484 0.6 -0.5 -1.3
C 2.003 -0.268 5.119 0.0 -1.2 -0.1
C 1.617 -1.735 4.581 -1.1 2.6 -1.6
C 1.575 0.839 4.068 0.1 -1.1 1.0
N 3.463 -0.193 5.299 0.3 0.2 -0.3
O 4.081 -0.471 4.044 0.1 0.1 0.3
H 6.062 -0.315 5.573 0.4 0.1 0.3
H 5.307 0.985 6.481 -0.4 0.3 -0.3
H 6.112 -0.173 7.428 -0.4 -0.7 -0.9
H 3.458 -2.940 6.135 0.8 0.4 0.1
H 5.105 -2.554 5.479 -0.3 -0.1 -0.6
H 4.944 -2.732 7.140 -0.2 -0.2 0.5
H 3.923 -0.924 8.509 -0.2 0.1 0.3
H 3.628 0.653 7.778 -0.1 0.0 0.2
H 1.811 -1.774 7.573 -0.4 0.9 -0.1
H 1.335 -0.373 8.584 0.9 -0.1 -0.6
H 1.596 1.126 6.631 -0.4 0.5 0.1
H 0.270 -0.078 6.347 -0.2 0.3 0.2
H 0.558 -1.716 4.237 0.5 0.1 0.2
H 1.699 -2.549 5.241 0.3 -0.7 1.1
H 2.210 -1.924 3.669 -0.3 -0.2 0.4
H 1.880 0.581 3.052 -0.7 -0.2 0.0
H 2.074 1.764 4.265 0.7 0.5 0.5
H 0.518 1.075 4.242 0.0 -0.5 -0.7
H 3.873 -1.392 3.803 0.3 0.0 0.1
C -0.987 6.703 -2.331 1.6 0.9 -0.3
C -1.370 5.245 -2.292 -0.9 -0.3 1.1
C -1.690 4.895 -0.827 -1.5 0.8 -0.3
C -2.676 5.089 -3.055 0.8 -2.9 -0.3
C -2.477 4.976 -4.555 0.9 -0.3 0.1
C -1.509 3.781 -4.838 -0.8 1.4 0.6
C -0.165 4.051 -4.192 0.7 -2.2 1.2
C 0.745 2.803 -4.310 -0.5 0.6 1.2
C 0.530 5.180 -4.826 1.0 1.1 -1.1
N -0.398 4.216 -2.713 -0.1 1.0 -1.4
O 0.857 4.601 -2.161 -0.5 -0.2 0.1
H -1.555 7.327 -1.624 0.2 -0.5 -0.1
H 0.084 6.731 -2.087 -0.3 0.4 0.2
H -1.075 7.212 -3.298 -0.1 -0.4 0.0
H -0.944 4.992 -0.066 1.0 -0.1 0.0
H -2.424 5.660 -0.541 -0.2 -0.3 0.3
H -2.180 3.923 -0.767 0.2 -0.1 0.1
H -3.091 4.105 -2.719 0.0 0.5 -0.3
H -3.377 5.825 -2.792 -0.8 1.2 0.4
H -3.463 4.771 -4.968 0.1 0.4 -0.6
H -1.991 5.920 -4.902 -0.9 -0.7 -0.3
H -1.413 3.539 -5.869 0.4 0.4 -1.2
H -1.954 2.880 -4.483 -0.3 -0.8 1.0
H 0.880 2.637 -5.335 0.3 -0.6 -1.6
H 0.254 1.943 -3.863 -0.1 -0.2 0.0
H 1.738 2.900 -3.851 -0.4 0.3 0.0
H -0.067 6.039 -4.751 -0.6 1.5 0.3
H 0.662 5.091 -5.909 0.0 -0.6 0.0
H 1.508 5.427 -4.423 0.0 -0.3 0.3
H 1.030 3.835 -1.606 0.8 0.0 0.3
C -0.069 -5.129 -2.723 -0.1 -0.7 -1.2
C -0.958 -5.385 -1.497 -2.7 -0.5 -1.4
C -0.091 -5.606 -0.286 -1.0 -0.1 1.6
C -1.986 -4.191 -1.353 2.4 0.5 0.8
C -3.001 -4.146 -2.461 1.7 0.5 -1.9
C -3.809 -5.401 -2.547 -0.5 0.5 1.5
C -2.960 -6.639 -2.678 0.2 -0.4 -0.4
C -3.772 -7.871 -2.397 -1.5 -1.3 0.4
C -2.365 -6.735 -4.045 -0.9 -0.7 -2.1
N -1.923 -6.590 -1.669 1.5 0.9 2.4
O -1.155 -7.769 -1.767 1.0 -0.1 -1.0
H -0.635 -4.831 -3.650 0.7 -0.1 1.2
H 0.637 -4.351 -2.499 0.3 0.6 0.2
H 0.550 -6.009 -3.011 -0.6 0.3 0.3
H 0.644 -6.383 -0.452 0.2 0.0 -0.1
H 0.390 -4.674 0.021 0.2 0.0 -0.3
H -0.692 -5.914 0.625 0.4 0.2 -1.1
H -2.406 -4.180 -0.333 -0.2 -0.5 -0.4
H -1.348 -3.268 -1.355 -0.6 -0.5 -0.2
H -3.595 -3.268 -2.376 -0.8 0.7 0.3
H -2.455 -3.940 -3.437 -0.5 -0.3 1.0
H -4.638 -5.315 -3.233 0.0 -0.3 -0.7
H -4.271 -5.429 -1.563 -0.4 -0.4 0.3
H -3.248 -8.846 -2.353 0.0 0.8 -0.4
H -4.629 -7.962 -3.067 0.3 0.0 -0.7
H -4.329 -7.816 -1.470 0.3 0.4 0.8
H -3.160 -7.083 -4.785 0.9 0.7 0.8
H -1.592 -7.516 -4.089 0.0 0.5 0.1
H -2.005 -5.746 -4.335 0.0 -0.6 -0.4
H -1.308 -8.313 -1.000 -0.4 0.2 0.6
O -5.053 -1.023 -4.066 -1.7 -0.3 1.2
C -4.019 -0.886 -4.607 1.9 0.4 -1.6
C -3.306 0.395 -5.012 -0.9 -0.6 0.2
C -2.414 -0.111 -6.157 -0.4 1.1 0.3
C -2.076 -1.505 -5.691 -0.3 -0.2 -2.0
O -3.263 -1.929 -5.036 -0.3 -0.6 1.1
H -4.065 1.149 -5.236 0.2 0.0 -0.2
H -2.854 0.657 -4.054 0.8 0.3 -0.3
H -2.981 -0.160 -7.086 -0.3 0.0 0.1
H -1.577 0.526 -6.377 0.6 0.1 0.2
H -2.051 -2.175 -6.592 0.8 0.4 1.0
H -1.163 -1.474 -5.092 -0.3 -0.6 0.2
O 2.158 3.079 -0.433 1.2 0.9 1.1
C 2.624 3.824 0.432 -1.2 -1.7 -0.1
C 2.586 5.323 0.481 -0.9 -0.6 -0.8
C 3.113 5.670 1.841 0.0 1.5 0.4
C 3.036 4.390 2.607 0.7 -2.3 1.2
O 3.017 3.319 1.628 0.0 0.5 -1.6
H 3.011 5.754 -0.423 0.2 0.1 0.2
H 1.496 5.473 0.424 0.3 0.4 0.0
H 4.096 6.120 1.858 0.6 -0.4 -0.4
H 2.534 6.458 2.307 -0.5 -0.1 0.1
H 3.944 4.136 3.213 -0.9 0.6 -0.2
H 2.092 4.142 3.135 0.8 1.1 0.2
O -1.842 -0.577 3.361 0.5 1.1 -0.1
C -2.642 -1.234 2.778 -0.5 -1.0 -0.2
C -3.248 -2.523 3.313 -1.2 1.5 -0.2
C -3.867 -3.081 2.075 -1.0 -1.4 -0.8
C -4.070 -1.890 1.129 -1.7 -1.2 0.2
O -3.122 -0.974 1.521 2.0 1.6 1.1
H -2.484 -3.140 3.709 0.7 -0.5 0.6
H -3.970 -2.215 4.097 0.4 -0.3 -0.3
H -3.112 -3.691 1.584 0.0 -0.3 0.1
H -4.774 -3.717 2.221 0.7 0.6 -0.1
H -3.917 -2.202 0.099 0.1 0.2 -0.1
H -5.062 -1.425 1.221 0.1 -0.1 -0.1
O 0.264 5.153 2.398 0.1 -0.1 -0.4
C -0.820 4.905 2.842 -0.3 -0.1 -0.6
C -1.180 3.837 3.844 0.3 2.1 1.8
C -2.632 4.159 4.170 -0.8 -0.1 -0.6
C -2.931 5.447 3.410 -1.5 0.1 0.3
O -1.892 5.667 2.526 1.9 0.2 -0.7
H -1.044 2.826 3.548 0.5 -0.7 -0.5
H -0.472 4.129 4.679 -0.8 -0.8 -0.6
H -3.292 3.434 3.699 0.1 -0.4 0.3
H -2.912 4.294 5.201 0.2 -0.3 0.5
H -3.815 5.355 2.794 -0.4 -0.2 0.0
H -3.081 6.334 4.018 0.2 0.1 0.3
O 1.271 -0.365 -5.595 -1.1 0.7 -2.7
C 1.586 -0.663 -4.511 1.9 0.1 1.1
C 1.249 -1.832 -3.707 0.9 -1.9 1.2
C 2.344 -1.842 -2.582 -2.2 -0.5 -0.6
C 2.596 -0.366 -2.505 -1.0 -0.4 1.4
O 2.429 0.144 -3.793 -0.4 0.3 -0.9
H 0.315 -1.542 -3.304 -1.3 0.0 1.0
H 1.092 -2.825 -4.172 0.3 0.9 -0.3
H 2.000 -2.346 -1.675 0.0 0.6 0.0
H 3.172 -2.400 -2.924 1.2 -0.4 -0.5
H 1.856 0.075 -1.811 0.4 0.1 -0.2
H 3.574 -0.143 -2.206 1.4 0.5 0.7
O -4.265 2.632 1.517 -1.0 0.2 -0.8
C -4.758 2.520 0.409 2.7 -0.8 1.1
C -5.316 3.549 -0.481 0.0 1.1 -0.2
C -5.951 2.751 -1.607 -0.5 -0.1 -0.2
C -5.034 1.516 -1.639 -0.3 0.2 0.1
O -4.623 1.356 -0.256 -0.3 -0.2 -0.5
H -5.954 4.131 0.157 -0.7 0.5 -0.1
H -4.503 4.244 -0.802 -0.4 -0.7 0.1
H -6.956 2.409 -1.284 0.4 0.3 -0.3
H -6.041 3.318 -2.558 0.1 -0.6 0.5
H -5.497 0.592 -1.932 -0.4 -0.3 -0.2
H -4.167 1.632 -2.288 0.3 0.2 0.2
O 4.451 -3.057 2.822 0.6 -0.9 -1.4
C 4.572 -3.719 1.792 -2.1 0.9 2.8
C 3.459 -4.601 1.215 1.1 -0.3 -0.3
C 4.216 -5.351 0.100 -0.3 0.0 1.1
C 5.403 -4.433 -0.129 -0.1 0.3 -2.1
O 5.644 -3.691 1.042 0.5 -0.4 0.6
H 2.950 -5.248 1.928 0.4 0.1 0.2
H 2.722 -3.904 0.864 -0.4 0.4 -0.5
H 4.584 -6.303 0.506 -0.2 0.1 -0.2
H 3.602 -5.523 -0.776 0.1 -0.1 -0.2
H 6.297 -4.974 -0.418 0.2 0.1 0.1
H 5.173 -3.673 -0.895 0.1 -0.4 0.0
O -1.425 -0.677 -2.222 0.4 1.9 1.0
C -1.028 -0.079 -1.211 -0.8 -3.4 -1.6
C -1.297 1.275 -0.712 0.4 1.1 -0.4
C -0.631 1.321 0.672 -0.4 -0.4 0.7
C 0.074 -0.080 0.828 -0.2 0.9 -0.7
O -0.344 -0.837 -0.336 0.0 0.5 0.5
H -0.944 2.048 -1.429 0.2 -0.5 0.3
H -2.375 1.421 -0.746 -0.1 -0.2 0.5
H 0.123 2.115 0.706 -0.3 -0.1 0.3
H -1.430 1.434 1.456 1.0 0.0 -0.6
H 1.152 -0.053 0.759 0.3 0.3 0.0
H -0.160 -0.604 1.747 -0.4 -0.1 -0.1
O 3.163 -1.615 0.376 -1.2 0.2 0.0
C 3.963 -0.742 0.550 1.3 0.1 0.0
C 3.846 0.733 0.925 2.0 -0.5 0.0
C 5.325 1.280 0.623 -1.4 -0.7 1.5
C 6.101 -0.035 0.842 -0.1 0.9 -0.2
O 5.266 -1.067 0.359 -0.5 0.0 -0.5
H 3.099 1.169 0.315 -0.8 0.6 -0.4
H 3.624 0.833 1.996 0.0 -0.1 -0.4
H 5.410 1.712 -0.370 0.0 -0.3 -0.2
H 5.635 2.047 1.354 -0.2 -0.3 -0.3
H 7.007 -0.031 0.247 0.3 -0.3 0.3
H 6.213 -0.271 1.906 0.6 0.5 -0.1

[2]
215
Properties=species:S:1:pos:R:3:forces:R:3 method="wB97M-V/def2-TZVPD" gap_ev=4.1 lumo_ev=-0.441
C -1.585 -1.353 4.728 -0.8 1.4 -0.3
C -2.074 -1.344 3.284 0.9 -0.5 -0.7
C -0.884 -1.163 2.335 0.5 -0.3 -0.6
C -1.274 -0.938 0.866 -0.5 0.9 0.4
P -0.041 -0.193 -0.234 -0.1 -0.3 0.1
C 0.818 -1.360 -1.317 0.4 0.4 0.1
C 0.962 -2.734 -0.687 -1.5 -1.5 -1.0
C 2.158 -3.016 0.189 -0.1 0.4 0.8
C 2.294 -4.469 0.620 -0.6 -0.2 -1.0
C -0.742 1.195 -1.122 -0.2 0.6 -0.9
C -0.854 2.529 -0.377 -0.3 0.2 -0.1
C -1.025 3.697 -1.350 1.0 0.4 0.8
C 0.266 4.112 -2.074 -0.1 0.1 0.5
C 1.289 0.510 0.804 -0.1 -1.0 0.1
C 2.420 1.061 -0.049 -0.6 1.6 -1.1
C 2.940 2.428 0.366 1.0 1.1 0.8
C 3.844 2.533 1.598 0.6 -0.7 0.4
H -0.851 -2.109 4.978 0.0 -0.3 0.0
H -2.452 -1.321 5.391 0.2 -0.6 0.2
H -1.135 -0.362 4.882 0.3 -0.2 0.2
H -2.728 -0.487 3.102 -0.3 -0.2 0.2
H -2.583 -2.270 3.006 -0.3 0.2 0.1
H -0.240 -2.054 2.290 0.1 0.1 0.7
H -0.297 -0.321 2.719 0.1 -0.1 -0.1
H -2.073 -0.181 0.829 -0.1 -0.2 -0.2
H -1.686 -1.832 0.402 -0.1 0.1 -0.2
H 1.802 -0.939 -1.549 -0.2 0.0 0.1
H 0.247 -1.361 -2.244 -0.2 -0.2 0.2
H 0.894 -3.500 -1.480 0.8 0.3 -0.3
H -0.011 -3.027 -0.259 0.3 0.3 0.8
H 2.049 -2.447 1.126 0.2 0.2 -0.2
H 3.066 -2.660 -0.307 0.0 -0.1 0.0
H 2.192 -5.118 -0.261 0.4 0.1 0.0
H 1.443 -4.788 1.225 0.2 0.2 0.4
H 3.244 -4.663 1.108 -0.1 -0.1 0.1
H -1.718 0.940 -1.564 0.0 -0.7 0.6
H -0.183 1.288 -2.066 0.4 0.1 0.3
H -0.051 2.778 0.322 0.3 -0.2 -0.3
H -1.758 2.558 0.234 0.0 -0.4 0.1
H -1.213 4.552 -0.691 -0.7 0.0 -0.3
H -1.877 3.506 -2.001 0.0 0.2 -0.1
H 0.051 4.775 -2.914 0.1 -0.4 -0.3
H 0.910 3.266 -2.326 -0.5 0.2 -0.2
H 0.871 4.727 -1.401 0.0 -0.1 0.1
H 1.596 -0.335 1.429 0.1 0.3 0.2
H 0.821 1.265 1.436 0.2 0.0 0.2
H 1.990 1.277 -1.040 0.0 -0.2 0.1
H 3.268 0.431 -0.306 -0.1 -0.5 0.5
H 2.182 3.197 0.554 -0.5 -0.4 -0.5
H 3.548 2.820 -0.457 -0.1 0.0 -0.1
H 3.342 2.416 2.566 -0.2 -0.1 -0.2
H 4.383 3.482 1.655 -0.2 0.1 -0.2
H 4.630 1.770 1.585 -0.1 0.0 0.0
C -4.526 -1.670 -8.986 -0.9 0.4 -1.1
C -3.187 -0.984 -8.768 0.5 -0.3 -0.4
C -2.665 -1.031 -7.314 -1.6 -0.8 -0.4
C -1.630 -2.106 -7.179 2.1 0.8 -0.4
N -1.112 -2.379 -5.797 -0.9 -1.0 0.2
C 0.023 -3.397 -5.851 -0.3 -0.5 -0.1
C -0.511 -4.626 -5.125 1.2 -0.2 1.3
C -1.511 -4.076 -4.115 -0.5 -0.1 -1.6
C -2.207 -3.037 -4.966 -1.0 0.6 0.7
C -0.693 -1.159 -5.056 -0.6 0.2 -0.7
H -5.431 -1.216 -8.575 0.5 0.3 0.7
H -4.568 -2.733 -8.745 0.3 0.0 0.0
H -4.716 -1.546 -10.060 0.0 -0.5 0.0
H -3.213 0.023 -9.183 -0.1 0.1 0.3
H -2.516 -1.526 -9.447 0.3 0.2 0.2
H -3.591 -1.339 -6.818 0.3 0.3 0.8
H -2.330 -0.077 -6.921 0.1 0.1 -0.1
H -0.709 -1.771 -7.679 -0.2 0.1 -0.3
H -1.872 -3.043 -7.677 -0.4 -0.1 0.4
H 0.885 -2.930 -5.384 0.0 -0.1 0.2
H 0.296 -3.695 -6.861 -0.2 0.6 -0.2
H 0.299 -5.096 -4.558 0.1 -0.1 -0.3
H -0.907 -5.395 -5.785 -0.3 0.2 -0.2
H -1.016 -3.569 -3.290 -0.2 -0.2 0.4
H -2.229 -4.844 -3.847 0.1 0.1 0.6
H -2.732 -2.292 -4.355 0.5 0.0 -0.2
H -2.989 -3.406 -5.631 0.4 -0.5 -0.2
H -0.335 -1.447 -4.077 0.2 0.0 0.0
H -1.605 -0.596 -4.880 0.2 0.2 0.1
H 0.005 -0.609 -5.681 0.3 0.1 0.2
O -5.649 -1.726 -1.324 0.2 -0.8 -0.5
C -4.358 -1.402 -1.205 -0.8 1.4 1.7
C -3.386 -1.685 -2.338 0.5 -1.3 -0.4
O -2.104 -1.193 -2.265 0.8 0.7 0.1
H -3.910 -1.797 -0.231 0.3 -0.2 -0.3
H -4.272 -0.299 -0.938 0.5 0.2 -0.5
H -3.905 -1.458 -3.301 -0.3 0.5 0.1
H -3.295 -2.802 -2.412 -0.5 -0.2 0.1
O -4.967 8.360 -0.231 -0.1 0.1 0.1
C -4.285 7.929 -1.114 -0.6 0.0 0.7
O -3.414 8.726 -1.776 0.4 -0.3 -0.1
C -2.893 7.997 -2.894 -0.6 -0.3 -0.2
C -3.049 6.518 -2.529 -0.2 -0.2 -0.8
C -4.258 6.472 -1.588 0.8 1.3 0.0
H -1.859 8.228 -3.133 0.0 0.4 0.3
H -3.532 8.279 -3.735 0.2 -0.1 -0.2
H -2.131 6.179 -2.054 -0.1 -0.1 0.2
H -3.163 5.986 -3.476 -0.1 -0.4 0.2
H -4.143 5.882 -0.685 0.2 -0.2 -0.3
H -5.236 6.234 -2.000 0.1 -0.1 -0.3
O 4.273 7.370 -0.897 -0.1 0.0 -1.1
C 3.944 7.453 0.237 0.7 -0.3 1.4
O 2.981 6.682 0.786 -0.5 -0.9 -0.3
C 2.757 6.999 2.151 -0.3 1.0 0.9
C 4.021 7.725 2.617 0.4 0.6 0.4
C 4.569 8.298 1.333 -0.2 0.2 -1.3
H 2.585 6.155 2.816 0.0 -0.5 -0.7
H 1.845 7.601 2.194 0.1 0.2 0.1
H 4.673 7.020 3.133 0.3 -0.1 -0.4
H 3.905 8.554 3.314 -0.6 -0.2 0.2
H 5.637 8.344 1.143 0.1 -0.1 0.4
H 4.171 9.295 1.115 0.1 0.1 0.4
O 2.543 0.156 -3.234 -0.2 0.3 -0.4
C 3.187 1.106 -3.581 0.6 -0.6 -0.3
O 4.542 1.082 -3.459 -0.1 0.2 0.1
C 5.111 2.295 -3.923 0.6 1.2 -0.7
C 3.970 3.300 -4.087 -0.5 0.6 0.6
C 2.715 2.429 -4.156 0.3 -0.2 0.2
H 5.631 2.164 -4.878 -0.3 -0.5 0.0
H 5.890 2.708 -3.279 -0.2 -0.5 0.5
H 4.170 4.017 -4.882 -0.3 -0.4 -0.4
H 3.844 3.963 -3.231 0.4 -0.2 0.4
H 2.300 2.323 -5.158 0.0 -0.3 0.0
H 1.917 2.712 -3.469 0.2 0.3 -0.6
O 4.730 -7.571 1.656 0.8 -0.1 -0.9
C 4.065 -7.534 2.639 -0.7 0.1 0.7
O 3.012 -6.700 2.753 0.4 -0.7 0.1
C 2.347 -6.922 4.022 -0.4 1.2 -0.6
C 2.843 -8.227 4.614 -0.6 -0.4 0.1
C 4.155 -8.404 3.869 1.3 -0.9 1.0
H 1.295 -6.838 3.761 -0.1 -0.3 0.4
H 2.626 -6.061 4.628 -0.2 -0.1 0.2
H 2.154 -9.069 4.516 0.0 0.1 -0.6
H 2.893 -8.113 5.698 0.6 0.1 0.0
H 4.531 -9.396 3.601 -1.0 -0.2 -0.4
H 5.000 -8.202 4.542 -0.1 1.1 -0.3
O 1.925 -4.698 6.413 -0.3 -0.3 -0.1
C 0.735 -4.863 6.491 0.4 0.8 0.4
O -0.009 -5.353 5.477 0.0 -0.3 -0.2
C -1.399 -5.410 5.845 -0.7 -0.1 0.6
C -1.376 -5.379 7.367 -0.8 1.2 0.4
C -0.169 -4.486 7.654 0.2 -1.4 0.0
H -1.900 -6.318 5.512 0.5 -0.1 -0.4
H -1.948 -4.576 5.405 0.3 0.2 0.0
H -1.302 -6.383 7.784 0.4 0.0 0.0
H -2.261 -4.937 7.834 -0.2 -0.1 -0.4
H 0.260 -4.736 8.621 0.4 0.2 -0.1
H -0.350 -3.416 7.604 -0.3 0.1 -0.1
O -5.347 0.899 -6.626 -0.8 -0.3 -1.3
C -4.569 1.662 -6.171 0.4 0.1 1.9
O -4.341 2.920 -6.613 -0.3 0.7 -0.5
C -3.410 3.612 -5.764 0.8 -1.1 0.3
C -2.639 2.454 -5.110 -0.3 -0.4 0.4
C -3.736 1.401 -4.927 0.5 1.0 -1.1
H -3.907 4.231 -5.017 -0.3 0.0 -0.2
H -2.722 4.205 -6.359 -0.3 0.2 -0.3
H -2.182 2.687 -4.149 0.3 0.2 -0.2
H -1.919 2.070 -5.840 0.3 0.2 0.2
H -4.323 1.668 -4.055 -0.2 -0.5 0.3
H -3.400 0.373 -4.974 -0.2 -0.1 0.7
O -0.774 4.570 7.192 -0.1 0.2 -0.5
C -0.200 3.974 6.330 0.5 -0.9 0.6
O 1.122 3.652 6.464 -0.2 -0.1 0.0
C 1.613 2.812 5.408 -0.4 1.6 -1.2
C 0.460 2.666 4.346 -0.1 -0.3 2.1
C -0.726 3.324 5.079 -0.9 -0.1 -1.1
H 1.960 1.865 5.802 0.1 0.0 0.1
H 2.396 3.404 4.931 0.5 -0.5 0.3
H 0.347 1.583 4.290 -0.4 0.1 -0.9
H 0.644 3.182 3.411 0.3 -0.3 -0.2
H -1.549 2.640 5.307 0.3 -0.2 0.4
H -1.260 4.039 4.445 0.3 0.3 0.1
C -6.813 -2.207 4.331 0.6 0.2 -0.4
Cl -5.875 -2.933 5.653 0.0 0.0 0.2
Cl -5.801 -1.179 3.300 -0.1 -0.1 -0.1
H -7.155 -3.019 3.705 -0.3 0.0 0.0
H -7.597 -1.586 4.736 -0.1 -0.1 0.1
C 3.852 -7.577 -1.464 0.2 0.1 0.5
Cl 5.102 -6.496 -2.089 0.0 0.1 -0.1
Cl 3.146 -8.575 -2.737 -0.1 0.0 0.1
H 4.302 -8.185 -0.688 0.1 -0.2 -0.2
H 3.096 -6.969 -0.983 -0.2 0.0 -0.3
C -3.883 -4.346 -0.111 -0.3 0.5 -1.1
Cl -3.401 -5.911 -0.795 0.3 -0.2 0.2
Cl -4.020 -4.324 1.633 0.0 -0.2 0.3
H -3.194 -3.567 -0.424 0.2 -0.3 0.1
H -4.822 -4.101 -0.602 -0.3 0.2 0.4
C 6.917 -0.416 1.031 -0.8 -0.3 -0.7
Br 5.128 -1.186 1.123 0.2 0.0 0.4
Br 7.436 0.618 2.536 0.0 0.0 0.1
Br 6.971 0.600 -0.621 0.3 0.0 0.2
H 7.549 -1.284 0.938 0.3 0.2 0.0
C -4.540 -0.148 7.783 0.2 1.0 0.7
Br -4.723 0.633 6.054 -0.2 -0.2 -0.1
Br -5.451 0.987 9.094 0.1 -0.3 -0.2
Br -2.661 -0.240 8.218 0.0 -0.2 0.2
H -4.972 -1.130 7.897 0.0 -0.1 -0.4
C -5.072 3.361 1.189 0.5 0.3 -0.7
Br -5.683 5.194 1.289 -0.2 -0.5 0.2
Br -3.623 3.085 2.413 0.1 -0.2 0.4
Br -4.439 2.943 -0.607 -0.4 -0.1 0.2
H -5.845 2.637 1.400 -0.2 0.2 0.1
C 3.695 -2.140 5.428 0.5 0.2 -0.6
Br 5.080 -0.832 5.047 -0.1 0.1 -0.1
Br 3.131 -3.006 3.782 -0.1 0.2 0.4
Br 2.266 -1.321 6.417 0.1 -0.3 -0.1
H 4.236 -2.884 5.990 -0.5 -0.2 0.4
C 8.860 4.866 3.195 -0.2 0.1 0.1
Br 7.037 4.914 2.537 0.1 -0.1 0.1
Br 9.872 3.496 2.312 0.0 0.1 0.1
Br 8.959 4.719 5.116 -0.1 -0.1 -0.2
H 9.268 5.834 2.954 0.2 0.0 -0.1